Model A:
Density functional theory data (wB97M-V/def2-TZVPD) for a single C20H28N4O6S molecule.

Geometry as XYZ:
```
59
Properties=species:S:1:pos:R:3
H -2.1468 -3.9206 1.6149
H -0.0315 -1.7217 -2.0349
C 0.7105 -1.7138 0.5145
H 0.5696 3.1233 2.3789
H -1.9433 3.1795 2.2790
H 0.8952 -3.7521 1.1122
C 0.2174 3.5018 -0.9174
O -1.4588 -1.7208 1.9902
H 0.1174 4.5943 -0.8953
C -1.3602 2.8581 1.4156
O -1.5139 -0.5083 -0.1388
H -3.9195 -2.3229 0.9906
H -2.4788 -4.8931 0.1633
N 0.8184 3.0877 0.3301
H -1.6226 3.2130 -2.0043
S -1.0706 -1.6654 0.6136
C -1.7417 -2.9503 -1.5764
O -4.4260 3.5325 -0.0252
C -3.9231 -3.3227 0.5635
N -3.6034 1.4434 -0.0221
C 1.3466 -0.5477 0.1409
C 5.4349 -0.3894 0.5002
H 3.3546 2.5531 -1.1061
C -1.1748 2.8780 -1.0677
O 5.3798 1.7117 -0.6498
H 0.3128 -3.4537 -2.0022
C 2.6381 1.8057 -0.7524
C -0.4194 -2.7034 -2.2895
H -1.0951 1.7892 -1.0919
N -1.5430 -3.0772 -0.1433
C -3.4743 2.7802 0.0166
O 2.3560 2.0457 1.6014
H 3.3981 -3.6820 1.0100
C -2.0422 3.3046 0.1193
H -2.1828 -3.8850 -1.9303
H -4.5354 1.0668 -0.0738
H 0.7274 0.2990 -0.0958
H -4.5783 -3.9551 1.1567
H -0.5716 -2.7505 -3.3651
C 2.7317 -0.4917 0.0827
H -2.4314 -2.1267 -1.7983
C 4.7608 0.7588 -0.2359
H -1.2811 1.7692 1.4410
N 3.4079 0.6437 -0.3598
H -4.3103 -3.2750 -0.4517
H -2.8256 0.7978 0.0005
C 1.4193 -2.8552 0.8278
C 3.4613 -1.6440 0.4182
C 2.8025 -2.8151 0.7741
C 1.9169 2.3334 0.5033
H 1.9561 1.5290 -1.5575
C -2.5045 -3.8840 0.5855
H 0.8551 3.2460 -1.7615
C 0.0374 3.4727 1.4934
H -0.0334 4.5655 1.5249
H -2.1255 4.3976 0.1214
H 6.4590 -0.5000 0.1380
O 4.8174 -1.6529 0.3612
H 5.4663 -0.1012 1.5635
```

The value obtained for the LUMO energy is 0.39 eV. The calculation puts the HOMO energy at -8.8 eV. The molar mass is 452.53 g mol⁻¹. As for the SMILES: CCN(CC)S(=O)(=O)c1ccc2c(c1)N(CC(=O)N1CCC(C(N)=O)CC1)C(=O)CO2.



Model B:
Density functional theory data (wB97M-V/def2-TZVPD) for a single C20H28N4O6S molecule.

Geometry as XYZ:
```
59
Properties=species:S:1:pos:R:3
H 1.1122 4.3864 1.2998
H 3.7277 0.6326 2.0364
H 3.1676 -2.0785 -1.6389
H -0.2869 2.3955 2.0739
O -0.3105 0.1308 1.5291
C 0.4287 4.2887 -0.7425
H -4.1131 -2.2607 -2.1306
C -4.8829 -1.3346 -0.3454
H -7.9538 -2.6561 -0.6684
C -3.9109 -1.6208 -1.2877
O 0.0242 0.1122 -0.9117
O -5.7372 -0.3890 1.5144
C -1.4485 2.6702 -1.0510
H 2.2646 -0.4300 -0.4250
N 3.9478 -1.4686 0.1906
C -0.1949 3.2642 -1.6869
C -6.9508 -2.5724 -1.0844
C -2.6614 -1.0480 -1.0964
H -7.0049 -2.1461 -2.0873
H -2.2116 3.4452 -0.9139
N -6.1959 -1.7132 -0.2144
N -1.1685 2.0920 0.2466
O 5.4499 -3.8796 0.0407
O 2.8836 3.0727 -0.3995
H -0.2708 5.1104 -0.5707
C -2.4122 -0.2292 -0.0088
C 4.5470 -2.0600 1.3746
C 2.8178 -0.6115 0.4988
C -0.4853 2.9719 1.1703
H 5.5577 -2.6470 -1.6055
C 3.2663 0.7444 1.0504
C 0.7794 3.6166 0.5916
H 2.1206 -1.0848 1.2127
N 2.1420 1.6486 1.1779
H 6.5196 -2.1870 0.5211
C 4.8464 -3.3181 -1.1017
H 2.8434 -3.2147 -0.3009
H 4.8548 -1.2683 2.0582
H -3.1435 0.6998 1.7848
C -6.7185 -1.1332 0.9264
C -3.3742 0.0665 0.9464
H -1.8544 -1.2292 -1.7883
H 3.9838 1.2018 0.3666
O -7.8340 -1.2496 1.3390
C 5.7780 -2.8686 0.9640
H -6.4917 -3.5608 -1.1347
H 1.3414 4.6897 -1.1833
H -1.8642 1.8738 -1.6711
H -1.1901 3.7726 1.4281
C 3.5900 -2.5274 -0.7383
H -0.4531 3.7310 -2.6383
H 4.6024 -4.1533 -1.7607
C -4.6125 -0.5012 0.7551
S -0.7836 0.4802 0.2162
H 3.8332 -2.7238 1.8967
H 0.5192 2.4613 -1.8756
C 2.0161 2.7242 0.3773
H 1.3391 1.2547 1.6463
H 6.2157 -3.3728 1.8276
```

The value obtained for the LUMO energy is 0.30 eV. The calculation puts the HOMO energy at -8.5 eV. The molar mass is 452.53 g mol⁻¹. As for the SMILES: Cn1c(=O)oc2cc(S(=O)(=O)N3CCC[C@H](C(=O)NCCN4CCOCC4)C3)ccc21.



Model C:
Density functional theory data (wB97M-V/def2-TZVPD) for a single C20H28N4O6S molecule.

Geometry as XYZ:
```
59
Properties=species:S:1:pos:R:3
C -0.7533 2.6169 -4.1749
H 0.6485 -1.4194 -3.5493
H -3.6018 2.9261 -1.0898
H -3.0152 -3.9288 3.3402
H 1.4316 1.0907 1.1999
C -2.2225 -3.4784 2.7378
C 3.7205 -0.6484 0.7028
O 1.0437 -0.6926 -6.5357
C -2.4860 -3.7023 1.2530
C -1.6059 -0.2085 1.8278
C -0.9448 1.8523 0.5227
O -0.1938 2.8127 0.4674
H 0.6763 -1.4548 6.8129
C 1.0914 -0.6991 2.3599
N -0.8501 3.1923 -2.9443
H -0.3710 5.1618 -2.4554
C -1.2460 -1.3138 2.5930
C 3.4411 -0.2833 2.1578
O 0.5090 -2.6186 3.6548
H -2.5150 -4.7678 1.0435
C 0.1004 -1.5548 2.8833
H -1.6955 -3.2482 0.6583
H -0.9303 -2.4113 5.1414
O 2.3624 -1.0144 2.7057
H 3.8981 -1.7177 0.6201
H 2.0952 -1.4432 -4.5892
N -2.4965 1.7854 -3.2743
C 0.8860 -1.4090 5.7478
H 0.7600 1.8020 -7.3568
O -2.2643 -2.0968 3.0794
C -1.9831 2.6293 -2.4220
H -2.1112 3.8197 -0.6580
H -1.2618 -3.9224 3.0165
C -2.5117 2.8827 -1.0510
N -2.1251 1.8215 -0.1413
C -0.6324 0.6440 1.3327
C 1.5063 -0.8401 -3.8958
O 1.0491 0.3393 -4.5422
H 4.6006 -0.1148 0.3549
C 0.2811 1.5698 -6.4067
H -0.7953 1.4529 -6.5500
C 0.1542 -2.5365 5.0303
H 0.4463 -3.5057 5.4420
C 0.0383 4.1542 -2.3561
H -2.6585 -0.0336 1.6708
H 4.2959 -0.5631 2.7797
H 0.5611 -0.4431 5.3658
H 2.1115 -0.5215 -3.0497
C 0.7115 0.3911 1.5926
N -1.7343 1.7757 -4.3761
H 3.2732 0.7952 2.2652
H 2.8763 -0.3893 0.0685
H -3.4371 -3.2592 0.9672
C 0.8350 0.2734 -5.8535
H 1.9570 -1.5034 5.5874
S 0.5210 2.9814 -5.2978
H 0.9935 4.1085 -2.8776
H 0.1819 3.9175 -1.2997
H -2.6158 0.9475 -0.2360
```

The value obtained for the LUMO energy is 0.53 eV. The calculation puts the HOMO energy at -8.4 eV. The molar mass is 452.53 g mol⁻¹. As for the SMILES: CCOc1cc(C(=O)NCc2nnc(SCC(=O)OC)n2C)cc(OCC)c1OCC.



Computed energies relative to the best structure, in kcal/mol: model A 0.0; model B 17.6; model C 45.1



Model A:
Density functional theory data (wB97M-V/def2-TZVPD) for a gas-phase ion, C7H6NO4S (charge -1).

Geometry as XYZ:
```
19
Properties=species:S:1:pos:R:3
O -1.2226 -0.7750 3.4800
C -1.9219 0.1094 -0.6723
O -0.1034 -2.9767 -0.5376
S -0.3776 0.3220 2.8967
H 0.7585 -0.3177 -2.6369
H 2.0082 2.3564 0.3085
H -1.3690 -1.2462 -2.2831
N 1.7659 1.7563 1.0579
H 1.1581 2.1798 1.6893
O -3.0072 0.3925 -1.0567
C 1.2421 0.4535 -0.8545
H 2.2053 0.7918 -1.1431
C 0.3332 -0.0893 -1.6908
C 1.0789 0.6771 0.5258
C 0.2580 -0.1131 1.2880
C -0.4048 -1.8357 -0.2853
H -1.3539 0.5156 0.2624
C -0.9442 -0.8287 -1.2890
O -0.1034 -1.3721 0.9406
```

As for the net charge: -1. The value obtained for the LUMO energy (spin up / spin down) is 3.43 / 3.43 eV. The calculation puts the HOMO energy (spin up / spin down) at -2.5 / -2.5 eV. The molar mass is 200.20 g mol⁻¹. As for the SMILES: NC1=C(S[O-])OC(=O)[C@@H](C=O)C=C1.



Model B:
Density functional theory data (wB97M-V/def2-TZVPD) for a molecular structure, C7H6NO4S.

Geometry as XYZ:
```
19
Properties=species:S:1:pos:R:3
H -1.7734 1.4872 -0.1363
H -0.5602 2.7351 1.5331
H 1.5054 -0.8440 2.8185
O -1.0852 -2.3187 -1.2318
O -0.1112 -1.7709 -3.5812
C -0.9475 -0.9319 -1.1487
C 0.8150 -0.4407 2.0987
C -0.4358 1.6267 1.4742
H 1.0478 1.5642 2.9722
C 0.2858 -1.0254 0.9666
N 0.7904 0.8771 -1.8417
S 0.1996 -1.8094 -2.2050
O 1.6493 -0.0560 -2.1112
O 1.2863 1.9554 -1.5529
H 0.2316 -2.1418 0.9620
C 0.4407 0.9293 2.3402
H -1.7001 -0.4410 -1.8640
C -0.6193 -0.3529 0.1029
C -1.0190 0.9577 0.4044
```

As for the net charge: -1. The value obtained for the LUMO energy is 3.58 eV. The calculation puts the HOMO energy at -4.3 eV. The molar mass is 200.20 g mol⁻¹.



Computed energies relative to the best structure, in kcal/mol: model A 0.0; model B 39.5



Model A:
Density functional theory data (wB97M-V/def2-TZVPD) for 2 unconnected molecules or ions with the total composition C4H11N2.

Geometry as XYZ:
```
17
Properties=species:S:1:pos:R:3
H 0.4330 1.0338 -0.4604
N -1.4464 -0.7140 0.4842
H 2.8703 -0.5349 1.5359
C 1.3242 -1.6013 0.5335
H -0.1971 3.4885 -0.3912
N 2.7457 -0.9868 0.6257
H 1.5423 -2.5833 1.0315
C -0.6372 1.3984 -0.5438
H -2.0158 2.9993 -0.4581
C -1.6920 0.2779 -0.5729
C -0.9468 2.7015 -0.4526
H -1.8984 -1.5827 0.1772
H 3.4128 -1.7598 0.6438
H -2.7162 0.7087 -0.4582
H -1.6324 -0.2412 -1.5796
H -0.3843 -0.9363 0.4943
H 1.2384 -1.6678 -0.6092
```

The expectation value of S² is 0.75. The value obtained for the LUMO energy (spin up / spin down) is 0.94 / -1.06 eV. The calculation puts the HOMO energy (spin up / spin down) at -9.1 / -9.1 eV. The molar mass is 87.15 g mol⁻¹. The spin multiplicity is 2.



Model B:
Density functional theory data (wB97M-V/def2-TZVPD) for 2 unconnected molecules or ions with the total composition C4H11N2.

Geometry as XYZ:
```
17
Properties=species:S:1:pos:R:3
H -3.1772 1.1266 0.7126
C -0.0772 -0.5065 1.7595
H -0.3539 -2.3581 0.8860
H 3.0457 -0.3320 -5.4556
H 3.6216 -1.5153 -6.4211
N 3.7154 -1.0840 -5.5137
H 0.4392 -2.4155 2.3947
H -1.1846 2.1150 -0.0054
N -0.0384 -1.8682 1.7034
H 3.5293 -1.7661 -4.7913
H -2.6952 1.0767 2.4016
H -2.9961 2.6319 1.6280
C -1.1349 1.7140 1.0066
C -0.5542 0.3454 0.8759
H -0.5643 2.4003 1.6241
C -2.6023 1.6345 1.4744
H 0.4317 -0.1101 2.6422
```

The expectation value of S² is 0.76. The value obtained for the LUMO energy (spin up / spin down) is 1.22 / -0.01 eV. The calculation puts the HOMO energy (spin up / spin down) at -7.9 / -7.6 eV. The molar mass is 87.15 g mol⁻¹. The spin multiplicity is 2.



Model C:
Density functional theory data (wB97M-V/def2-TZVPD) for a single C4H11N2 molecule.

Geometry as XYZ:
```
17
Properties=species:S:1:pos:R:3
H -1.5100 -1.9035 0.4968
H -0.3186 1.3427 1.3659
N -0.5044 -1.9905 0.5206
H 2.3116 -1.3253 0.3571
H -0.2816 -2.4954 -0.3384
H 2.0219 0.1763 1.3643
C 1.5935 -0.6813 0.8548
C -0.6489 0.4150 0.8648
N 0.4106 1.0776 -1.1903
H 1.1898 0.7461 -0.5532
H -1.3489 0.0351 -1.1614
H 0.5069 2.0989 -1.3091
H -1.6048 0.1930 1.3571
H 0.4785 0.5892 -2.0751
C 0.2134 -0.7941 0.7702
H -1.5825 1.6934 -0.7699
C -0.9265 0.8228 -0.5542
```

The expectation value of S² is 0.75. The value obtained for the LUMO energy (spin up / spin down) is 0.78 / 0.63 eV. The calculation puts the HOMO energy (spin up / spin down) at -3.3 / -9.0 eV. The molar mass is 87.15 g mol⁻¹. The spin multiplicity is 2.



Model D:
Density functional theory data (wB97M-V/def2-TZVPD) for 2 unconnected molecules or ions with the total composition C4H11N2.

Geometry as XYZ:
```
17
Properties=species:S:1:pos:R:3
H 1.4525 1.6015 -0.9646
H 0.6719 0.6959 -3.0651
H 0.3733 -0.5307 -0.4150
H -1.3710 1.4203 1.0131
H -0.1036 2.3660 -0.6276
H -1.0013 -0.3986 1.4005
C 0.3697 1.4957 -1.0799
C 0.3772 -2.1475 2.5661
C -0.9473 0.4608 0.7661
H -1.0338 0.9925 -2.6302
H 0.0563 -3.5443 1.3746
H 0.7063 -1.1294 2.7654
C -0.0175 1.3694 -2.5510
H 0.0861 2.3291 -3.0578
N 0.1689 -2.5295 1.3801
N -0.0834 0.3631 -0.3003
H 0.2957 -2.8144 3.4256
```

The expectation value of S² is 0.75. The value obtained for the LUMO energy (spin up / spin down) is 1.14 / 1.09 eV. The calculation puts the HOMO energy (spin up / spin down) at -5.5 / -9.7 eV. The molar mass is 87.15 g mol⁻¹. The spin multiplicity is 2.



Computed energies relative to the best structure, in kcal/mol: model A 40.2; model B 4.1; model C 37.6; model D 0.0